This record from the OMol25 dataset describes C16H14N2OS in the gas phase. The level of theory is ωB97M-V with the def2-TZVPD basis set.

Last columns: bonded neighbours and bond lengths (Å).
CARTESIAN COORDINATES (ANGSTROEM)
1 C -4.649 -1.041 1.126  C2 1.622, H32 0.944, H33 1.025, H34 1.221
2 C -3.349 -0.534 0.301  C1 1.622, C3 1.344, C7 1.247
3 C -2.130 -1.099 0.330  C2 1.344, C4 1.271, H31 1.045
4 C -1.126 -0.729 -0.356  C3 1.271, C5 1.352, C11 1.249
5 C -1.258 0.299 -1.224  C4 1.352, C6 1.504, H10 1.082
6 C -2.547 1.058 -1.068  C5 1.504, C7 1.484, H9 1.254
7 C -3.680 0.522 -0.273  C2 1.247, C6 1.484, H8 1.154
8 H -4.554 1.198 -0.607  C7 1.154
9 H -2.634 2.082 -1.787  C6 1.254
10 H -0.375 0.798 -1.602  C5 1.082
11 C 0.029 -1.189 -0.241  C4 1.249, N12 1.321, N15 1.447
12 N 0.230 -2.323 0.407  C11 1.321, O13 1.564
13 O 1.666 -2.903 0.185  N12 1.564, C14 1.446
14 C 2.121 -1.749 -0.559  O13 1.446, N15 1.315, C16 1.361
15 N 1.176 -1.017 -1.106  C11 1.447, C14 1.315
16 C 3.450 -1.832 -0.841  C14 1.361, H17 1.128, H18 1.120, S19 1.904
17 H 3.683 -1.514 -1.898  C16 1.128
18 H 3.944 -2.836 -0.828  C16 1.120
19 S 4.504 -0.655 0.222  C16 1.904, C20 1.857
20 C 3.183 0.618 0.509  S19 1.857, C21 1.225, C25 1.743
21 C 2.395 0.692 1.445  C20 1.225, C22 1.534, H30 1.241
22 C 1.341 1.764 1.745  C21 1.534, C23 1.463, H29 1.018
23 C 1.249 2.624 0.564  C22 1.463, C24 1.264, H28 1.084
24 C 1.981 2.441 -0.450  C23 1.264, C25 1.429, H27 1.105
25 C 3.027 1.593 -0.928  C20 1.743, C24 1.429, H26 0.988
26 H 3.728 1.340 -1.576  C25 0.988
27 H 1.900 2.865 -1.467  C24 1.105
28 H 0.513 3.418 0.516  C23 1.084
29 H 0.764 1.723 2.583  C22 1.018
30 H 2.637 -0.014 2.437  C21 1.241
31 H -2.170 -1.990 0.875  C3 1.045
32 H -4.967 -0.413 1.755  C1 0.944
33 H -4.487 -2.002 1.445  C1 1.025
34 H -5.592 -1.195 0.365  C1 1.221

Computed properties:
Frontier orbital gap   0.310 Ha
ΔE to the lowest compared entry with this formula, charge and spin   1446.5 kJ/mol
Charge   0